No. 1
Molecular formula: C22H11Br2Cl5CuN3O3
Method: DFT, wB97M-V/def2-TZVPD

Each line ends with the natural charge from an NBO analysis.
CARTESIAN COORDINATES (ANGSTROEM)
Cu -0.8855 0.2003 -0.0854  1.39
C -3.1321 -1.3586 -3.2185  -0.26
C -3.4107 -2.6573 -2.8485  -0.15
C -2.6931 -3.2236 -1.8067  -0.25
C -1.7495 -2.4632 -1.1371  0.21
N -1.5054 -1.1824 -1.4723  -0.51
C -2.1720 -0.6580 -2.5072  0.09
C -0.9764 -3.0723 -0.0110  0.18
C -0.4601 -4.3599 -0.1185  -0.24
C 0.2482 -4.8814 0.9516  -0.17
C 0.4161 -4.1062 2.0866  -0.26
C -0.1260 -2.8299 2.0936  0.06
N -0.8034 -2.3236 1.0700  -0.40
H -3.6590 -0.8682 -4.0273  0.23
H -4.1788 -3.2291 -3.3567  0.21
H -2.8790 -4.2409 -1.4858  0.22
H -1.9138 0.3631 -2.7349  0.26
H -0.5958 -4.9249 -1.0329  0.22
H 0.6731 -5.8767 0.8966  0.21
H 0.9645 -4.4764 2.9428  0.22
H -0.0083 -2.1781 2.9543  0.20
Cl -0.6554 7.5853 -1.7680  0.01
C -0.5699 5.8556 -1.7800  -0.16
C 0.4130 5.1833 -1.0562  -0.06
Cl 1.5905 6.1067 -0.1872  0.02
C 0.4633 3.7970 -1.0352  -0.17
Cl 1.7717 3.0063 -0.2328  0.02
C -0.4901 2.9721 -1.7053  0.46
O -0.4762 1.7000 -1.6348  -0.84
C -1.4131 3.7102 -2.5123  -0.18
Cl -2.5001 2.8166 -3.5259  0.00
C -1.4676 5.0988 -2.5293  -0.05
Cl -2.6596 5.9132 -3.4861  0.02
Br 6.2972 -0.4426 2.3934  0.04
C 4.5127 0.0555 2.8024  -0.13
C 4.2098 0.5024 4.0774  0.01
N 2.9769 0.8713 4.4292  -0.41
C 2.0178 0.8030 3.5015  0.06
C 2.2430 0.3507 2.2060  -0.17
C 3.5227 -0.0344 1.8466  -0.16
C 1.1168 0.2485 1.2199  0.75
O 1.2506 -0.4639 0.2016  -0.72
O 0.0402 0.8760 1.4733  -0.74
H 4.9805 0.5644 4.8365  0.20
H 1.0213 1.1207 3.7878  0.22
H 3.7205 -0.3911 0.8446  0.25
Br -3.0696 0.5414 0.6801  -0.72

E_tot (eV): -280947.1357
Multiplicity: 2
E_LUMO (spin up / spin down) (eV): 2.24 / 1.97
Charge: -1

---

No. 2
Molecular formula: C22H11Cl5N4NiO
Method: DFT, wB97M-V/def2-TZVPD

Each line ends with the natural charge from an NBO analysis.
CARTESIAN COORDINATES (ANGSTROEM)
Ni 0.8819 -0.1179 0.3713  1.16
C -0.0438 1.5149 -3.7292  0.00
C -0.6431 0.3733 -4.0593  -0.43
C -0.9647 -0.8494 -3.3072  -0.18
C -0.2572 -1.5113 -2.3859  0.13
N 1.1393 -1.2660 -2.0539  -0.55
C 1.0472 -0.1546 -1.5647  0.26
C -0.8760 -2.3074 -1.2796  0.20
C -1.9439 -3.1787 -1.4581  -0.22
C -2.5233 -3.7335 -0.3330  -0.14
C -2.0585 -3.3812 0.9267  -0.22
C -0.9920 -2.4992 1.0184  0.20
N -0.4037 -2.0127 -0.0707  -0.47
C -0.4820 -1.9674 2.3178  0.19
C -0.9194 -2.4665 3.5368  -0.22
C -0.4726 -1.8866 4.7113  -0.14
C 0.3952 -0.8119 4.6414  -0.24
C 0.7926 -0.3745 3.3909  0.08
N 0.3763 -0.9398 2.2603  -0.50
H 2.0229 1.8147 -2.7637  -0.10
H -1.1651 0.4438 -5.0119  0.26
H -1.9704 -1.2188 -3.4809  0.24
H -0.4969 1.7081 -1.4594  0.04
H -2.3025 -3.4131 -2.4503  0.23
H -3.3509 -4.4231 -0.4312  0.23
H -2.5433 -3.7737 1.8072  0.22
H -1.6065 -3.2980 3.5760  0.22
H -0.8053 -2.2683 5.6673  0.23
H 0.7623 -0.3175 5.5290  0.23
H 1.4650 0.4666 3.2818  0.22
Cl 3.4190 1.1076 1.2409  0.01
C 2.5184 2.2355 0.2260  -0.21
C 1.5086 1.5872 -0.3298  -0.23
C 0.4973 3.5157 -2.1745  -0.28
Cl 0.7343 1.8064 -2.0930  0.83
C 1.1497 4.4307 -1.4809  -0.19
Cl 0.3195 5.9930 -1.4361  0.01
C 2.4874 4.4862 -0.8220  -0.05
Cl 3.3152 5.9894 -1.0227  0.06
C 3.1129 3.5202 -0.1261  -0.11
Cl 4.6996 3.8003 0.5108  0.05
O -2.9138 1.5285 -0.4537  -0.62
C -1.9383 1.1248 0.0940  0.73
N -0.9710 0.7239 0.6699  -0.91

E_tot (eV): -134634.8697
Multiplicity: 3
E_LUMO (spin up / spin down) (eV): -1.07 / -1.79